1.
C25H45CoIN4O2P | ωB97M-V/def2-TZVPD

```
79
Properties=species:S:1:pos:R:3
Co -0.4125 0.2147 0.4070
I 0.7684 4.3767 4.4917
C 0.3110 3.9017 2.5253
C 0.1343 4.8815 1.5583
C -0.1781 4.4926 0.2638
C -0.3039 3.1482 -0.0198
N -0.1321 2.2051 0.9189
C 0.1725 2.5764 2.1664
H 0.2375 5.9292 1.8091
H -0.3203 5.2254 -0.5194
H -0.5427 2.8051 -1.0194
H 0.2943 1.7858 2.8973
O -0.4212 -0.1255 -3.5355
C 0.1601 -0.5688 -2.5524
O 0.1795 -0.0575 -1.3845
C 0.9555 -1.8605 -2.7290
N 0.8359 -2.2187 -4.1948
C 0.1162 -3.5410 -4.3050
C 0.4144 -4.2168 -2.9770
C 0.3601 -3.0595 -1.9709
H 1.9990 -1.6838 -2.4834
H 1.7369 -2.2421 -4.6614
H 0.2780 -1.4268 -4.5604
H 0.4645 -4.0769 -5.1810
H -0.9420 -3.3210 -4.4196
H 1.4116 -4.6638 -2.9966
H -0.3020 -5.0066 -2.7606
H 0.9163 -3.2664 -1.0609
H -0.6740 -2.8434 -1.6918
C -3.9688 -0.8141 -1.4376
C -4.6835 -0.2843 -0.1805
C -6.0665 -0.9372 -0.0395
C -4.8605 1.2300 -0.3833
P -3.6058 -0.5527 1.3379
N -2.0647 -0.2363 0.9231
C -4.0553 0.5922 2.7556
C -3.2769 0.1067 3.9910
C -5.5578 0.6467 3.0694
C -3.5395 2.0149 2.4483
C -3.5550 -2.3589 1.8705
C -3.4962 -3.2493 0.6205
C -2.2574 -2.6241 2.6585
C -4.7786 -2.7484 2.7076
H -4.4920 -0.4087 -2.3081
H -3.9975 -1.8960 -1.5211
H -2.9327 -0.4808 -1.4976
H -6.6680 -0.6488 -0.9068
H -6.6036 -0.6072 0.8485
H -6.0211 -2.0261 -0.0302
H -5.3313 1.3824 -1.3577
H -3.9085 1.7676 -0.3899
H -5.5160 1.6730 0.3614
H -3.6643 -0.8262 4.3967
H -3.3808 0.8644 4.7719
H -2.2099 -0.0089 3.7763
H -5.9920 -0.3267 3.2889
H -6.1285 1.1090 2.2644
H -5.6971 1.2721 3.9566
H -2.5501 2.0056 1.9838
H -3.4520 2.5509 3.3973
H -4.2147 2.5852 1.8207
H -2.6623 -2.9819 -0.0322
H -4.4179 -3.2346 0.0461
H -3.3436 -4.2777 0.9593
H -1.3816 -2.2430 2.1315
H -2.1442 -3.7080 2.7586
H -2.2726 -2.2039 3.6613
H -5.7206 -2.5267 2.2063
H -4.7860 -2.2773 3.6886
H -4.7440 -3.8305 2.8694
C 1.8274 -0.6501 5.1059
C 1.9612 -1.6154 3.9140
C 1.3547 -1.0538 2.6977
N 0.8790 -0.6148 1.7568
H 2.2421 -1.1224 5.9952
H 0.7811 -0.4125 5.3010
H 2.3727 0.2755 4.9229
H 1.4648 -2.5639 4.1178
H 3.0058 -1.8357 3.7021
```

HOMO-LUMO gap (alpha / beta)   9.3 / 7.3 eV
⟨S²⟩   6.018
Spin multiplicity   5
LUMO energy (alpha / beta)   -4.5 / -6.5 eV
Charge   +2
DFT total energy   -91715.0601 eV
HOMO (alpha / beta)   -13.8 / -13.8 eV
Molar mass   650.5 g/mol
ΔE to the lowest compared entry with this formula, charge and spin   0.280 eV
Max |F|   0.88 eV Å⁻¹

2.
C33H59N5NiO13 | ωB97M-V/def2-TZVPD

```
111
Properties=species:S:1:pos:R:3
Ni -3.5607 0.6722 -2.8656
N -5.1334 -1.6686 -1.2942
O -6.0006 -1.7780 -0.3697
O -4.9171 -0.4447 -1.7495
O -4.5562 -2.7050 -1.8148
N -1.0444 -0.7932 -1.1047
O -0.2163 0.0500 -0.5547
O -2.0069 -0.3916 -1.9212
O -0.9352 -2.0066 -0.8819
C -2.2046 -1.8878 -5.8313
C -2.6653 -0.8131 -5.0950
C -1.8766 0.5046 -5.0505
O -2.4523 1.4164 -4.3417
C -0.6108 0.5088 -5.5297
C -0.0316 -0.6316 -6.1878
C -0.8942 -1.8629 -6.3880
O -0.4487 -2.8666 -6.9521
O 1.1545 -0.6294 -6.4839
O -3.6281 -0.8510 -4.2654
H -2.8816 -2.7204 -5.9236
H -0.1222 1.4687 -5.4278
C -0.3693 -1.4522 4.1297
C -0.7453 -2.6812 3.3434
C -0.0241 -2.6718 2.0024
C 1.4104 -3.1658 2.1462
C 1.4007 -4.5703 2.7117
C 0.7254 -4.6094 4.0792
N -0.5377 -3.9409 4.0580
O -1.1639 -3.9523 5.3373
C 0.5428 -6.0565 4.4239
C 1.7036 -4.0027 5.0839
C -2.2343 -2.6516 2.9993
H -0.6305 -1.5278 5.1907
H -0.7955 -0.5102 3.7928
H 0.7176 -1.3142 4.0798
H -0.5800 -3.2044 1.2345
H 0.0756 -1.6295 1.6834
H 2.0513 -2.4277 2.6369
H 1.8150 -3.1539 1.1243
H 2.4280 -4.9054 2.8682
H 0.8781 -5.1598 1.9557
H -0.2493 -6.5167 3.8287
H 1.4775 -6.6120 4.4263
H 0.1622 -6.1632 5.4550
H 2.5454 -4.6455 5.3419
H 2.0473 -3.0120 4.7839
H 1.1538 -3.8125 6.0174
H -2.7039 -3.5566 2.6189
H -2.3636 -1.8104 2.3113
H -2.8782 -2.4038 3.8611
H -1.6782 -4.7683 5.3129
C -3.9953 0.9632 0.6291
C -3.3747 2.3538 0.5034
C -2.1832 2.3330 1.4494
C -1.2401 3.5306 1.2753
C -0.7915 3.5447 -0.1784
C -1.9683 3.6922 -1.1401
N -2.8706 2.5852 -0.8487
O -3.9429 2.4789 -1.7977
C -2.5565 5.1052 -1.0337
C -1.4105 3.5497 -2.5372
C -4.3979 3.3649 1.0626
H -4.1507 0.7008 1.6754
H -3.3620 0.2133 0.1538
H -4.9824 0.8982 0.1649
H -2.4651 2.2428 2.5033
H -1.5107 1.4754 1.3022
H -0.3971 3.4407 1.9706
H -1.7435 4.4814 1.5285
H -0.3848 2.5425 -0.3965
H -0.0313 4.3025 -0.3849
H -3.4064 5.2963 -1.7085
H -3.0411 5.2770 -0.0633
H -1.8454 5.9252 -1.1207
H -1.0013 2.5437 -2.6653
H -2.1331 3.6884 -3.3393
H -0.5808 4.2431 -2.7065
H -4.7409 2.9229 1.9969
H -5.2635 3.5374 0.4198
H -3.9250 4.3177 1.2939
H -4.5040 3.2743 -1.7194
C 2.7106 2.5791 -0.2413
C 3.6092 2.0893 -1.3884
C 5.0664 2.4714 -1.0855
C 5.7576 1.6035 -0.0184
C 5.5378 0.1590 -0.4328
C 4.0792 -0.2976 -0.6338
N 3.5625 0.6456 -1.5998
O 2.2841 0.2605 -2.1275
C 4.1560 -1.6708 -1.2824
C 3.3776 -0.4288 0.7224
C 3.2683 2.8369 -2.6898
H 2.8906 2.1792 0.7474
H 1.6507 2.5560 -0.5243
H 2.8522 3.6763 -0.1845
H 5.7413 2.3500 -1.9442
H 5.1436 3.5320 -0.8230
H 5.2056 1.7751 0.9137
H 6.8155 1.8524 -0.0415
H 6.0396 -0.5459 0.2450
H 6.0092 0.0166 -1.4167
H 4.8094 -2.3493 -0.7119
H 3.1939 -2.1865 -1.1945
H 4.5501 -1.6010 -2.2924
H 3.6330 0.3485 1.4523
H 2.2972 -0.4693 0.5322
H 3.6655 -1.3137 1.3034
H 3.5631 3.8908 -2.6274
H 2.1844 2.8088 -2.8063
H 3.7607 2.4196 -3.5621
H 1.6373 0.3053 -1.3825
```

HOMO-LUMO gap (alpha / beta)   5.5 / 5.5 eV
⟨S²⟩   2.004
Spin multiplicity   3
LUMO energy (alpha / beta)   3.7 / 3.7 eV
Charge   -2
DFT total energy   -110280.0567 eV
HOMO (alpha / beta)   -1.8 / -1.8 eV
Molar mass   792.6 g/mol
Max |F|   4.40 eV Å⁻¹

3.
C25H44Cl3N4O3SiY | ωB97M-V/def2-TZVPD

```
81
Properties=species:S:1:pos:R:3
C -1.5873 -2.3302 -3.9522
C -1.0819 -3.1781 -2.8231
H -1.5328 -2.8547 -4.9142
H -1.0416 -1.3777 -4.0461
H -2.6464 -2.0808 -3.7753
C -0.5648 -4.4071 -2.9687
C -0.3199 -5.1079 -4.2566
H -0.3405 -5.0072 -2.0886
H -0.4522 -4.4546 -5.1233
H -1.0123 -5.9522 -4.3663
H 0.6882 -5.5399 -4.3164
Y -0.0664 0.4897 -0.3697
Cl -2.5295 1.0301 0.0655
Cl 0.8623 1.8682 -2.2656
H 0.7333 5.0691 3.3752
H -1.3953 6.0844 2.3657
C 1.0311 4.7323 2.3741
C -1.0206 5.7439 1.3901
N -0.1615 4.5728 1.5497
H 1.5435 3.7704 2.4367
C -0.3830 3.4406 0.8891
O 0.4244 2.4728 0.8718
H -1.8676 5.4560 0.7595
H -1.3585 3.3734 0.3686
H 1.6942 5.4866 1.9275
H -0.4694 6.5654 0.9078
H 1.2642 -1.5778 -3.0202
H 2.3850 -4.0180 -1.9942
C 2.2824 -1.2314 -2.7798
C 3.2442 -3.3309 -1.8762
N 2.8013 -1.9604 -1.6294
H 2.2546 -0.1539 -2.5736
C 2.8017 -1.4451 -0.3914
O 2.3349 -0.3101 -0.1076
H 3.8638 -3.6659 -1.0298
H 3.2449 -2.1106 0.3837
H 2.9258 -1.4449 -3.6426
H 3.8313 -3.3626 -2.8055
O -0.4407 -1.4696 -1.2619
C -1.2399 -2.5762 -1.4302
C 0.1700 -3.8998 0.2952
C -1.0641 -3.6013 -0.2917
H 1.0708 -3.3834 -0.0552
C 0.2252 -4.8194 1.3459
H -2.2902 -2.2245 -1.3942
C -2.2223 -4.2666 0.1227
H 1.1816 -5.0583 1.8063
C -0.9477 -5.4080 1.8185
C -2.1685 -5.1556 1.1921
H -3.1602 -4.0323 -0.3920
H -0.9278 -6.0759 2.6747
H -3.0942 -5.6191 1.5331
Si -0.4255 3.9939 -4.5196
Cl -0.5957 1.9687 -5.0658
C 1.4149 4.3777 -4.3885
C -1.6683 4.3694 -3.1593
C -0.8493 5.0142 -6.0714
H 1.9915 3.6254 -3.8372
H 1.5703 5.3588 -3.9175
H 1.8006 4.4330 -5.4191
H -0.1151 4.8457 -6.8750
H -0.8392 6.0889 -5.8343
H -1.8326 4.7803 -6.4957
H -1.6260 3.6955 -2.2869
H -2.6791 4.2937 -3.5948
H -1.5324 5.4070 -2.8095
C 2.8645 -1.5902 4.3329
C 1.6131 -1.4342 3.5765
C 0.3332 -1.9580 3.7823
C -0.4866 -1.4136 2.7607
N 0.2593 -0.6257 1.9561
N 1.5166 -0.6473 2.4942
C -1.9226 -1.6910 2.5417
H 2.8041 -1.0796 5.2986
H 3.0628 -2.6442 4.5378
H 3.7205 -1.1800 3.7944
H 0.0177 -2.6577 4.5386
H 2.2725 -0.1880 1.9919
H -2.3684 -1.9808 3.5055
H -2.4543 -0.8282 2.1053
H -2.0508 -2.5418 1.8520
```

HOMO-LUMO gap   8.6 eV
LUMO energy   0.3 eV
DFT total energy   -85239.4066 eV
HOMO   -8.3 eV
Molar mass   672.0 g/mol
ΔE to the lowest compared entry with this formula, charge and spin   0.000 eV
Max |F|   1.79 eV Å⁻¹

4.
C6BaF18N3O12S6 | ωB97M-V/def2-TZVPD

```
46
Properties=species:S:1:pos:R:3
Ba 0.0416 0.5439 0.5692
C -2.9515 1.4325 -2.1064
F -3.9075 0.4904 -1.9559
F -1.7082 0.8889 -2.4210
F -3.3732 2.2046 -3.1378
S -2.7117 2.5619 -0.4201
O -1.4408 3.2781 -0.5855
O -3.8449 3.4412 -0.3238
N -2.4198 1.2654 0.7625
S -3.4897 1.5946 1.8549
O -3.2123 2.7515 2.7354
O -4.8432 1.4567 1.4750
C -3.3337 -0.0319 3.0905
F -4.2274 0.1599 4.1262
F -3.7290 -1.1805 2.4078
F -2.0747 -0.0807 3.4352
C 0.8484 1.5119 -4.2770
F -0.1859 0.9995 -4.9013
F 1.8617 1.8578 -5.0939
F 0.3866 2.6912 -3.6664
S 1.5417 0.2276 -2.8683
O 0.4959 -0.7464 -2.5753
O 2.7790 -0.2562 -3.4951
N 1.8288 1.1026 -1.3909
S 3.1328 2.0088 -1.7053
O 3.3646 2.4776 -3.0899
O 3.2152 3.1371 -0.7997
C 4.5626 0.7449 -1.1550
F 4.8950 -0.0561 -2.2020
F 5.6571 1.4042 -0.9122
F 4.2267 -0.0372 -0.0870
C 0.8093 -3.5472 -0.2629
F 1.3926 -4.3976 0.4245
F 1.6984 -2.6039 -0.4682
F 0.3952 -4.0461 -1.4349
S -0.6112 -2.8833 0.7931
O -1.4426 -2.1451 -0.1581
O -1.2470 -4.0483 1.4272
N 0.0393 -1.6971 1.8541
S 0.2553 -2.4244 3.1811
O -0.9170 -2.5004 4.0240
O 1.0102 -3.6379 3.0738
C 1.5890 -1.1722 3.9588
F 1.0734 0.0624 3.9206
F 1.8959 -1.5478 5.2085
F 2.6749 -1.2552 3.1714
```

HOMO-LUMO gap   10.1 eV
LUMO energy   1.7 eV
Charge   -1
DFT total energy   -149880.9956 eV
HOMO   -8.4 eV
Molar mass   977.8 g/mol
ΔE to the lowest compared entry with this formula, charge and spin   3.453 eV
Max |F|   6.71 eV Å⁻¹

5.
C15H14BrNO5S2 | ωB97M-V/def2-TZVPD

```
38
Properties=species:S:1:pos:R:3
C -6.9505 -1.9251 -0.6908
O -5.7543 -1.1781 -0.5425
C -4.8283 -1.7158 0.2710
O -4.9939 -2.7658 0.8451
C -3.6110 -0.8846 0.3778
C -3.4752 0.3260 -0.2973
C -2.3239 1.0764 -0.1691
C -1.2843 0.6208 0.6393
N -0.0990 1.3317 0.8302
C 0.3533 2.4122 0.1468
O -0.2590 3.0262 -0.6970
C 1.7764 2.8153 0.5500
C 2.7878 2.0577 -0.2943
S 2.6874 0.2759 0.0960
O 1.7779 -0.3767 -0.7966
O 2.4566 0.1370 1.5132
C 4.3172 -0.3489 -0.2513
C 4.7007 -1.1050 -1.3171
C 6.0710 -1.4312 -1.2887
C 6.6902 -0.9072 -0.1924
Br 8.4982 -1.0739 0.2496
S 5.6131 -0.0140 0.8303
C -1.4167 -0.5935 1.3156
C -2.5670 -1.3379 1.1847
H -6.7332 -2.9136 -1.1014
H -7.5811 -1.3586 -1.3713
H -7.4434 -2.0497 0.2759
H -4.2799 0.6767 -0.9237
H -2.2195 2.0102 -0.6953
H 0.5653 0.8638 1.4388
H 1.8841 3.8870 0.3704
H 1.9554 2.6034 1.6050
H 3.8058 2.3714 -0.0730
H 2.5812 2.1493 -1.3572
H 4.0105 -1.4147 -2.0796
H 6.5740 -2.0208 -2.0329
H -0.6030 -0.9462 1.9327
H -2.6828 -2.2797 1.6991
```

HOMO-LUMO gap   8.4 eV
LUMO energy   -0.2 eV
DFT total energy   -119222.8246 eV
HOMO   -8.6 eV
Molar mass   432.3 g/mol
ΔE to the lowest compared entry with this formula, charge and spin   0.142 eV
Max |F|   0.98 eV Å⁻¹
SMILES   COC(=O)c1ccc(NC(=O)CCS(=O)(=O)c2ccc(Br)s2)cc1

6.
C6H11NO | ωB97M-V/def2-TZVPD

```
19
Properties=species:S:1:pos:R:3
C -0.4085 3.0397 -1.3012
C -0.1263 1.6629 -0.7501
C -0.4970 1.4613 0.6961
O 0.3788 0.7948 -1.4205
H -0.0232 3.8029 -0.6273
H 0.0354 3.1530 -2.2869
H -1.4872 3.1764 -1.3776
H -1.3521 2.0716 0.9759
H 0.3530 1.7650 1.3086
H -0.6995 0.4108 0.8921
C -1.5979 -2.6788 -0.0459
N -1.1057 -1.8960 0.6533
H -2.2543 -3.4281 -0.4288
C 1.1562 -2.0478 0.0524
C 1.7092 -2.3586 1.2239
H 1.1724 -1.0517 -0.3652
H 0.9623 -2.8390 -0.6974
H 1.6976 -1.6889 2.0683
H 2.0869 -3.3494 1.4303
```

HOMO-LUMO gap   9.6 eV
LUMO energy   1.0 eV
DFT total energy   -9935.1526 eV
HOMO   -8.6 eV
Molar mass   113.2 g/mol
ΔE to the lowest compared entry with this formula, charge and spin   3.302 eV
Max |F|   2.56 eV Å⁻¹
SMILES   CC(C)=O.C#N.C=C